Entry 1:
This record from the OMol25 dataset describes a molecular structure, C41H28BBaF11IN6O2P. The level of theory is the ωB97M-V functional and the def2-TZVPD basis.

ORCA input file:
```
! wB97M-V def2-TZVPD RIJCOSX def2/J DEFGRID3
* xyz -2 1
Ba 0.243 0.536 1.313
O -2.741 1.913 2.434
C -2.567 1.012 1.230
C -3.767 0.846 0.595
C -5.065 1.393 1.007
C -6.213 1.136 0.319
C -6.238 0.337 -0.853
C -5.026 -0.154 -1.319
C -3.823 0.087 -0.663
P -2.251 -0.530 -1.223
C -1.493 0.865 -2.173
C -1.834 2.185 -1.877
C -1.205 3.238 -2.531
C -0.242 2.994 -3.503
C 0.090 1.683 -3.820
C -0.524 0.632 -3.149
C -2.711 -1.654 -2.616
C -2.860 -3.006 -2.307
C -3.235 -3.932 -3.271
C -3.460 -3.519 -4.577
C -3.321 -2.177 -4.902
C -2.956 -1.255 -3.929
H -5.106 2.025 1.885
H -7.144 1.565 0.685
H -7.164 0.137 -1.379
H -5.019 -0.747 -2.228
H -2.583 2.371 -1.115
H -1.471 4.258 -2.275
H 0.248 3.818 -4.009
H 0.838 1.476 -4.578
H -0.245 -0.388 -3.397
H -2.693 -3.330 -1.284
H -3.350 -4.976 -3.003
H -3.746 -4.240 -5.335
H -3.507 -1.841 -5.915
H -2.866 -0.208 -4.191
N 0.375 -2.739 -0.834
C 1.361 -2.066 -1.430
N 2.195 -2.740 -2.236
C 3.119 -1.989 -2.813
N 4.048 -2.625 -3.583
N 3.253 -0.662 -2.691
C 2.384 -0.108 -1.849
N 1.446 -0.742 -1.172
C 2.508 1.372 -1.654
C 3.448 2.111 -2.355
C 3.509 3.480 -2.138
C 2.651 4.061 -1.220
C 1.763 3.237 -0.541
N 1.695 1.933 -0.760
H 0.248 -3.699 -1.100
H -0.424 -2.203 -0.503
H 3.825 -3.565 -3.858
H 4.587 -2.052 -4.205
H 4.102 1.608 -3.052
H 4.227 4.091 -2.672
H 2.686 5.122 -1.016
H 1.091 3.625 0.218
I -0.950 -1.764 3.929
C 0.458 -3.291 3.622
C 0.217 -4.500 4.213
C 1.119 -5.568 4.015
C 2.228 -5.388 3.240
C 2.492 -4.137 2.626
C 3.648 -3.955 1.828
C 3.893 -2.736 1.263
C 2.986 -1.669 1.462
C 1.814 -1.756 2.192
C 1.596 -3.036 2.800
H -0.662 -4.644 4.826
H 0.921 -6.526 4.483
H 2.929 -6.203 3.083
H 4.325 -4.792 1.683
H 4.782 -2.592 0.655
H 3.247 -0.725 0.973
F -3.341 2.369 4.627
B -3.119 1.488 3.621
F -3.320 0.202 3.984
F 1.131 5.538 4.487
C 0.573 4.414 3.967
F -0.292 3.951 4.875
F -0.126 4.790 2.895
C 1.625 3.318 3.586
O 1.088 2.408 2.792
C 2.154 2.658 4.906
F 1.277 1.779 5.384
F 2.411 3.547 5.896
F 3.303 1.996 4.675
C 2.839 4.032 2.890
F 3.663 4.688 3.737
F 3.589 3.156 2.215
F 2.412 4.947 1.990
*
```

Summary:
Energy relative to the best compared isomer or geometry (same formula, charge and spin) in kJ/mol: 133.9
Kohn-Sham gap in eV: 3.4

---

Entry 2:
This record from the OMol25 dataset describes a molecular structure, C41H29BrIN10OPbSSe2. The level of theory is the ωB97M-V functional and the def2-TZVPD basis.

ORCA input file:
```
! wB97M-V def2-TZVPD RIJCOSX def2/J DEFGRID3
* xyz 1 1
Pb 0.276 0.313 -0.210
Br -1.220 -1.027 -2.314
C -0.353 -0.121 -3.789
C -0.767 -0.498 -5.033
C -0.188 0.099 -6.166
C 0.755 1.071 -6.004
C 1.191 1.459 -4.716
C 2.200 2.442 -4.577
C 2.698 2.749 -3.347
C 2.200 2.092 -2.203
C 1.180 1.167 -2.247
C 0.659 0.842 -3.542
H -1.537 -1.247 -5.151
H -0.493 -0.227 -7.150
H 1.195 1.557 -6.867
H 2.569 2.940 -5.466
H 3.484 3.487 -3.240
H 2.653 2.343 -1.248
Se -6.226 -1.266 6.025
N -5.551 0.258 5.458
C -4.656 -0.014 4.541
C -3.889 0.984 3.826
C -4.048 2.349 4.069
C -3.288 3.245 3.356
C -2.386 2.742 2.421
N -2.218 1.457 2.173
C -2.956 0.572 2.854
C -2.771 -0.860 2.558
N -1.866 -1.215 1.633
C -1.722 -2.497 1.333
C -2.458 -3.517 1.929
C -3.371 -3.175 2.900
C -3.533 -1.830 3.237
C -4.477 -1.410 4.250
N -5.222 -2.231 4.949
H -4.761 2.667 4.817
H -3.376 4.310 3.517
H -1.762 3.421 1.852
H -0.964 -2.722 0.586
H -2.304 -4.545 1.633
H -3.972 -3.915 3.412
Se 0.444 8.392 -0.516
N 1.294 7.211 0.472
C 0.798 6.028 0.200
C 1.258 4.795 0.799
C 2.269 4.773 1.761
C 2.656 3.567 2.298
C 2.053 2.406 1.823
N 1.114 2.409 0.890
C 0.680 3.581 0.389
C -0.433 3.566 -0.571
N -1.031 2.394 -0.853
C -2.071 2.381 -1.668
C -2.554 3.517 -2.311
C -1.952 4.724 -2.050
C -0.887 4.764 -1.148
C -0.256 6.011 -0.775
N -0.585 7.180 -1.267
H 2.720 5.710 2.059
H 3.428 3.510 3.051
H 2.341 1.432 2.195
H -2.543 1.421 -1.832
H -3.392 3.441 -2.989
H -2.284 5.646 -2.508
O 1.900 -1.814 -1.005
S 2.555 -1.683 -2.353
C 3.240 -3.348 -2.720
C 4.683 -3.121 -3.131
C 5.244 -2.130 -2.116
C 4.235 -0.989 -2.059
H 2.630 -3.803 -3.499
H 3.143 -3.921 -1.797
H 4.717 -2.674 -4.128
H 5.249 -4.052 -3.154
H 6.230 -1.773 -2.417
H 5.342 -2.605 -1.137
H 4.405 -0.258 -2.850
H 4.184 -0.469 -1.105
I 4.717 -3.936 2.942
C 3.169 -2.611 2.542
C 1.867 -2.699 2.978
N 1.237 -1.612 2.494
N 2.042 -0.842 1.759
C 3.225 -1.431 1.784
H 1.377 -3.442 3.583
H 0.259 -1.369 2.556
H 4.077 -1.007 1.280
*
```

Summary:
Energy relative to the best compared isomer or geometry (same formula, charge and spin) in kJ/mol: 23.8
Kohn-Sham gap in eV: 7.1

---

Question: energy relative to the best compared isomer or geometry (same formula, charge and spin) of number 2 (C41H29BrIN10OPbSSe2)?
Answer: 23.8 kJ/mol

---

What did the second record say?
This record from the OMol25 dataset describes a molecular structure, C41H29BrIN10OPbSSe2. The level of theory is the ωB97M-V functional and the def2-TZVPD basis.

ORCA input file:
```
! wB97M-V def2-TZVPD RIJCOSX def2/J DEFGRID3
* xyz 1 1
Pb 0.276 0.313 -0.210
Br -1.220 -1.027 -2.314
C -0.353 -0.121 -3.789
C -0.767 -0.498 -5.033
C -0.188 0.099 -6.166
C 0.755 1.071 -6.004
C 1.191 1.459 -4.716
C 2.200 2.442 -4.577
C 2.698 2.749 -3.347
C 2.200 2.092 -2.203
C 1.180 1.167 -2.247
C 0.659 0.842 -3.542
H -1.537 -1.247 -5.151
H -0.493 -0.227 -7.150
H 1.195 1.557 -6.867
H 2.569 2.940 -5.466
H 3.484 3.487 -3.240
H 2.653 2.343 -1.248
Se -6.226 -1.266 6.025
N -5.551 0.258 5.458
C -4.656 -0.014 4.541
C -3.889 0.984 3.826
C -4.048 2.349 4.069
C -3.288 3.245 3.356
C -2.386 2.742 2.421
N -2.218 1.457 2.173
C -2.956 0.572 2.854
C -2.771 -0.860 2.558
N -1.866 -1.215 1.633
C -1.722 -2.497 1.333
C -2.458 -3.517 1.929
C -3.371 -3.175 2.900
C -3.533 -1.830 3.237
C -4.477 -1.410 4.250
N -5.222 -2.231 4.949
H -4.761 2.667 4.817
H -3.376 4.310 3.517
H -1.762 3.421 1.852
H -0.964 -2.722 0.586
H -2.304 -4.545 1.633
H -3.972 -3.915 3.412
Se 0.444 8.392 -0.516
N 1.294 7.211 0.472
C 0.798 6.028 0.200
C 1.258 4.795 0.799
C 2.269 4.773 1.761
C 2.656 3.567 2.298
C 2.053 2.406 1.823
N 1.114 2.409 0.890
C 0.680 3.581 0.389
C -0.433 3.566 -0.571
N -1.031 2.394 -0.853
C -2.071 2.381 -1.668
C -2.554 3.517 -2.311
C -1.952 4.724 -2.050
C -0.887 4.764 -1.148
C -0.256 6.011 -0.775
N -0.585 7.180 -1.267
H 2.720 5.710 2.059
H 3.428 3.510 3.051
H 2.341 1.432 2.195
H -2.543 1.421 -1.832
H -3.392 3.441 -2.989
H -2.284 5.646 -2.508
O 1.900 -1.814 -1.005
S 2.555 -1.683 -2.353
C 3.240 -3.348 -2.720
C 4.683 -3.121 -3.131
C 5.244 -2.130 -2.116
C 4.235 -0.989 -2.059
H 2.630 -3.803 -3.499
H 3.143 -3.921 -1.797
H 4.717 -2.674 -4.128
H 5.249 -4.052 -3.154
H 6.230 -1.773 -2.417
H 5.342 -2.605 -1.137
H 4.405 -0.258 -2.850
H 4.184 -0.469 -1.105
I 4.717 -3.936 2.942
C 3.169 -2.611 2.542
C 1.867 -2.699 2.978
N 1.237 -1.612 2.494
N 2.042 -0.842 1.759
C 3.225 -1.431 1.784
H 1.377 -3.442 3.583
H 0.259 -1.369 2.556
H 4.077 -1.007 1.280
*
```

Summary:
Energy relative to the best compared isomer or geometry (same formula, charge and spin) in kJ/mol: 23.8
Kohn-Sham gap in eV: 7.1

---

Question: Kohn-Sham gap of number 1 (C41H28BBaF11IN6O2P)?
Answer: 3.4 eV

---

Question: Number 2 is which compound?
Answer: C41H29BrIN10OPbSSe2